DFT (ωB97M-V with the def2-TZVPD basis set) results for a molecular structure, C50H46MoN5OP2S3 in a non-equilibrium geometry.

XYZ file:
```
108
C50H46MoN5OP2S3 ωB97M-V with the def2-TZVPD basis set
Mo -0.432 0.187 -0.802
S -3.465 -0.025 -4.002
S 1.243 0.108 -3.774
S -2.226 -1.382 -1.491
P 1.489 -1.418 -0.394
P -1.084 0.459 1.702
O 1.433 -0.919 2.293
N -5.034 4.964 -0.829
N -1.336 0.650 -2.726
N -3.273 3.556 -0.631
N -4.014 4.212 -2.747
N -1.589 1.831 -0.575
C 2.956 0.010 -4.343
C -2.644 1.456 -4.464
C 0.453 -0.977 -4.983
C -4.916 -2.035 1.300
C -2.501 2.702 2.713
C 0.388 -3.504 -1.821
C 2.284 1.169 -0.762
C 4.130 -0.356 -0.620
C -4.981 -0.673 1.040
C -0.253 3.052 1.907
C -1.346 2.206 2.120
C -2.223 3.485 -5.633
C 1.446 -2.599 -1.780
C -2.583 -1.820 1.835
C 0.712 -0.808 3.451
C 4.501 2.019 -0.853
C 2.530 -2.752 -2.642
C -3.852 0.122 1.166
C 0.312 -1.214 5.740
C 2.131 -2.087 2.161
C -1.485 4.883 2.849
C -2.563 4.043 3.076
C 2.759 -0.140 -0.644
C 3.131 2.253 -0.862
C 1.121 -1.417 4.630
C 3.590 -1.278 4.954
C -4.096 4.240 -1.422
C -1.522 1.675 -3.655
C 3.290 -3.975 2.946
C 2.249 -2.508 0.848
C -2.651 -0.445 1.592
C -0.748 2.819 -3.829
C -0.844 -0.447 5.666
C -2.997 2.348 -5.473
C -2.286 -0.254 -2.779
C 0.379 -4.520 -2.767
C -2.400 2.675 -0.687
C 4.995 0.726 -0.742
C -3.711 -2.610 1.689
C -1.113 3.719 -4.814
C -0.324 4.387 2.264
C 2.537 -3.796 -3.554
C -0.474 -0.113 3.330
C 1.455 -4.666 -3.631
C 2.611 -2.798 3.244
C -1.254 0.098 4.464
C 3.463 -4.404 1.635
C 2.374 -3.334 5.699
C 2.412 -2.227 4.642
C 2.940 -3.684 0.572
H -5.920 -0.224 0.740
H 6.064 0.558 -0.735
H 3.459 -0.834 5.942
H -3.453 4.426 3.562
H -3.288 3.698 -3.226
H 1.551 -4.030 5.522
H 2.749 3.264 -0.939
H -3.653 -3.673 1.883
H 5.183 2.857 -0.925
H 2.271 -2.910 6.696
H 3.400 -3.950 -4.191
H 0.663 2.648 1.485
H 1.196 1.349 -0.777
H 3.057 0.615 -5.241
H -3.909 1.178 0.939
H 3.372 -2.075 -2.580
H 0.133 2.976 -3.221
H 3.663 -0.474 4.219
H -0.521 4.612 -4.969
H -3.342 2.052 2.915
H 4.002 -5.322 1.440
H -1.534 5.923 3.148
H -0.404 -3.446 -1.088
H 3.062 -4.039 -0.442
H -4.630 4.774 -3.312
H 3.701 -4.580 3.743
H 3.220 -1.024 -4.559
H -3.846 2.147 -6.115
H 1.010 -1.911 -5.045
H -5.799 -2.651 1.195
H -2.476 4.194 -6.411
H -0.461 -5.201 -2.824
H 4.527 -1.839 4.949
H -5.675 5.540 -1.351
H 0.578 -1.660 6.689
H 3.598 0.405 -3.556
H 1.463 -5.477 -4.348
H 4.522 -1.357 -0.494
H 0.433 -0.479 -5.950
H -5.062 5.011 0.176
H -1.444 -0.292 6.553
H 0.525 5.040 2.108
H 3.310 -3.891 5.696
H -0.563 -1.191 -4.654
H -2.175 0.663 4.403
H -1.648 -2.269 2.155
```

Properties
Orbital gap (spin up / spin down) in eV: 5.0 / 5.8
Relative energy (zero: lowest compared OMol25 entry of this formula, charge and spin) in eV: 1.4836
Max |F| in eV/A: 2.55
LUMO level (spin up / spin down) in eV: -10.124 / -9.350
2S+1: 3
Highest occupied orbital energy (spin up / spin down) in eV: -15.153 / -15.154
Charge: +3
Total energy in eV: -115011.8197


DFT (ωB97M-V with the def2-TZVPD basis set) results for a molecular structure, C50H47AsClN4O3S2Ti in a non-equilibrium geometry.

XYZ file:
```
109
C50H47AsClN4O3S2Ti ωB97M-V with the def2-TZVPD basis set
As -1.048 -2.675 -0.563
Ti -1.586 -0.105 0.202
Cl -1.619 -2.642 5.570
S -0.554 2.259 1.109
S -3.690 -1.430 0.842
O 0.415 -0.328 -0.285
O -0.893 0.619 -1.744
O -3.074 1.102 -0.382
N -0.599 4.553 -0.229
N -2.554 3.343 -0.402
N 3.037 -0.013 -0.384
N -0.659 -0.653 2.315
C 1.282 1.775 -3.049
C 2.762 0.883 -1.388
C -4.870 2.678 -0.498
C 1.459 0.962 -1.941
C 0.685 4.994 0.338
C 3.193 2.201 1.529
C -6.724 4.235 -0.653
C -3.402 2.349 -0.356
C -0.878 -4.308 -5.022
C 2.982 -4.616 0.903
C 0.625 -3.459 -0.027
C 3.999 -0.046 0.597
C 2.742 -4.477 -0.467
C -1.980 -5.154 0.826
C -7.060 1.838 -1.132
C -3.387 -3.172 0.980
C -1.278 3.451 0.052
C -2.813 -5.864 1.653
C 0.670 -1.832 4.518
C 5.569 -0.383 2.820
C 1.545 -3.946 -0.931
C -4.332 -4.013 1.559
C -2.206 -3.766 0.499
C 2.294 2.586 -3.571
C -1.112 -3.322 -2.389
C -0.710 -1.813 4.356
C 1.385 -1.138 3.539
C 5.512 -1.388 1.909
C 4.032 0.973 1.579
C 3.483 2.595 -2.934
C -1.210 5.548 -1.055
C -1.015 -4.671 -2.670
C 0.802 -3.575 1.309
C -5.757 1.620 -0.794
C -0.941 -2.942 -4.789
C 2.004 -4.152 1.767
C 4.797 -1.209 0.744
C -5.372 3.983 -0.318
C 1.707 5.215 -0.732
C 4.817 0.784 2.740
C 4.796 1.749 3.866
C -1.295 5.179 -2.541
C -0.910 -5.178 -3.962
C 0.265 0.403 -1.338
C -7.525 3.173 -1.101
C -1.082 -2.442 -3.460
C -4.040 -5.314 1.880
C 3.761 1.720 -1.897
C -1.373 -1.237 3.243
C 0.703 -0.624 2.468
H 0.341 1.901 -3.468
H -0.867 -6.222 -4.170
H -7.726 1.065 -1.361
H 2.595 2.339 2.454
H 4.727 -2.054 0.057
H 1.395 -3.868 -1.995
H -5.282 0.662 -0.944
H -0.832 -2.335 -5.658
H 3.699 3.126 1.417
H -2.478 -6.797 2.044
H -8.517 3.416 -1.468
H 3.504 -4.798 -1.113
H -2.058 4.368 -2.716
H 5.021 2.759 3.539
H 5.518 1.433 4.647
H -4.793 -5.853 2.443
H -1.080 -5.338 -1.828
H 2.147 -4.244 2.852
H -2.428 -1.282 3.245
H 1.174 -2.302 5.368
H -1.018 -5.562 0.493
H 1.123 4.223 0.985
H 6.054 -2.284 2.117
H 1.294 -0.180 1.629
H 2.068 3.136 -4.493
H -0.890 -4.617 -6.055
H -5.351 -3.617 1.766
H 2.204 -0.558 -0.114
H 1.533 6.033 -1.452
H 2.676 5.448 -0.267
H -7.130 5.241 -0.621
H 4.662 1.817 -1.356
H 0.061 -3.297 2.026
H -2.227 5.782 -0.640
H 3.946 -4.978 1.227
H -1.619 6.032 -3.096
H 6.200 -0.424 3.682
H 4.287 3.320 -3.114
H 2.475 2.089 0.699
H 3.807 1.726 4.464
H 2.496 -1.063 3.574
H -1.232 -1.405 -3.343
H -4.691 4.762 0.065
H 1.863 4.321 -1.340
H -0.360 4.743 -2.907
H 0.597 5.927 0.961
H -0.663 6.527 -0.938
```

Properties
Orbital gap (spin up / spin down) in eV: 7.5 / 7.4
Relative energy (zero: lowest compared OMol25 entry of this formula, charge and spin) in eV: 0.0000
Max |F| in eV/A: 3.03
LUMO level (spin up / spin down) in eV: 0.155 / 0.037
2S+1: 2
Highest occupied orbital energy (spin up / spin down) in eV: -7.384 / -7.408
Total energy in eV: -182866.2422


DFT (ωB97M-V with the def2-TZVPD basis set) results for a molecular structure, C50H49ClIMnN9O3SSi.

XYZ file:
```
116
C50H49ClIMnN9O3SSi ωB97M-V with the def2-TZVPD basis set
I 3.407 0.308 -3.353
Mn -0.405 0.129 -0.111
Cl 2.287 5.676 -4.701
S -2.210 -1.453 3.313
Si -3.106 2.066 -0.954
O 1.313 1.112 -1.070
O -2.449 -2.677 2.589
O -1.691 -1.571 4.661
N 2.010 -3.733 2.084
N 0.127 3.578 -0.508
N 0.095 1.127 1.846
N -7.392 1.497 3.400
N -1.708 1.327 -1.603
N -1.333 -0.515 2.374
N 1.450 -1.562 1.334
N 0.411 -3.511 0.484
N -0.947 1.200 3.989
C -4.667 1.045 -1.284
C 1.273 -2.827 1.266
C -2.170 -4.236 -1.974
C 2.360 -1.122 2.318
C -0.581 -3.189 -0.495
C -2.064 -1.863 -1.740
C -5.196 1.060 4.355
C 4.470 -0.157 2.934
C 0.902 3.440 -1.603
C 4.109 -0.163 4.274
C 1.130 4.534 -2.480
C -0.270 5.867 -1.055
C 3.058 -4.935 0.220
C -0.748 0.616 2.788
C 4.528 -6.784 0.694
C -1.131 -4.358 -1.069
C 2.399 2.083 -2.922
C 0.500 5.761 -2.175
C -2.295 1.860 -3.938
C -5.959 -0.243 2.486
C 4.332 -6.566 2.052
C 2.866 -0.659 4.640
C 1.527 2.123 -1.815
C -0.995 -1.888 -0.822
C 2.608 3.157 -3.791
C -3.785 -0.643 3.425
C 3.298 -5.326 3.987
C 3.618 -0.634 1.943
C 0.868 2.144 2.170
C -6.177 0.779 3.406
C -2.904 2.222 0.904
C 3.501 -5.558 2.517
C 1.998 -1.135 3.668
C -0.421 4.732 -0.238
C -1.514 1.196 -2.957
C -4.003 0.356 4.362
C -3.552 3.833 -1.521
C -2.085 1.703 -5.299
C -0.512 0.345 -3.487
C -0.183 2.244 4.267
C -0.645 -5.742 -0.706
C 4.016 -0.647 0.499
C -2.651 -2.982 -2.304
C 2.843 -4.735 1.585
C -4.768 -0.949 2.495
C -0.313 0.190 -4.844
C 0.788 2.748 3.419
C 3.887 -5.958 -0.215
C -1.090 0.866 -5.780
C 1.987 4.352 -3.587
H 0.366 -4.470 0.776
H 0.646 6.605 -2.836
H -3.086 2.522 -3.622
H -0.764 6.795 -0.794
H -2.458 -0.898 -2.027
H -3.471 -2.873 -3.006
H -5.573 1.612 -1.044
H 1.420 3.580 3.694
H 2.331 -3.310 2.941
H 1.010 -1.495 3.940
H 4.037 -6.095 -1.279
H -3.572 2.978 1.326
H 0.113 -0.207 -2.799
H 3.690 -4.353 4.300
H -6.716 -0.466 1.742
H 2.237 -5.337 4.245
H 3.227 -0.218 -0.119
H 5.439 0.231 2.638
H -4.722 0.740 -2.333
H -1.027 4.783 0.664
H 1.555 2.472 1.409
H -7.818 1.519 2.485
H 0.429 -5.868 -0.873
H -1.163 -6.487 -1.310
H 4.833 -7.198 2.778
H -0.923 0.743 -6.844
H 4.934 -0.080 0.342
H 3.268 3.035 -4.639
H -4.272 4.254 -0.811
H -3.217 0.591 5.067
H 4.789 0.225 5.023
H 5.176 -7.582 0.355
H 2.576 -4.285 -0.497
H -2.717 2.251 -5.992
H -1.878 2.509 1.150
H -5.364 1.851 5.079
H -0.353 2.706 5.238
H -7.284 2.439 3.748
H -4.657 0.139 -0.673
H -3.116 1.274 1.406
H -4.012 3.872 -2.509
H -4.572 -1.722 1.763
H -0.843 -5.992 0.344
H 4.181 -1.670 0.148
H -2.602 -5.132 -2.411
H -2.674 4.484 -1.541
H 3.808 -6.091 4.572
H 2.555 -0.661 5.678
H 0.475 -0.477 -5.177
```

Properties
Orbital gap (spin up / spin down) in eV: 5.6 / 5.7
Relative energy (zero: lowest compared OMol25 entry of this formula, charge and spin) in eV: 0.0000
Max |F| in eV/A: 0.58
LUMO level (spin up / spin down) in eV: 3.850 / 3.850
2S+1: 6
Highest occupied orbital energy (spin up / spin down) in eV: -1.760 / -1.815
Charge: -2
Total energy in eV: -142861.7444


DFT (ωB97M-V with the def2-TZVPD basis set) results for a molecular structure, C50H49FN3O2SiV in a non-equilibrium geometry.

XYZ file:
```
107
C50H49FN3O2SiV ωB97M-V with the def2-TZVPD basis set
V -7.092 -0.917 21.098
Si -9.393 0.841 22.597
F -6.990 0.591 18.833
O -7.054 -1.802 22.597
O -7.523 -2.074 19.779
N -8.318 0.670 21.224
N -8.940 -3.646 22.092
N -5.589 -0.373 20.961
C -8.198 -5.770 22.927
C -4.844 0.181 25.290
C -8.535 -0.989 17.114
C -4.788 -5.004 21.036
C -6.274 -1.960 26.043
C -3.716 -5.503 21.695
C -3.248 -0.647 20.541
C -7.599 1.746 19.158
C -3.968 1.292 21.735
C -1.920 -0.263 20.720
C -2.632 1.620 22.021
C -8.344 -4.400 23.017
C -5.211 -0.719 24.304
C -3.612 -1.854 19.685
C -8.855 0.103 16.357
C -9.060 4.006 19.629
C -9.252 -1.341 18.266
C -9.340 -4.014 17.120
C -9.011 2.993 20.585
C -9.425 -0.697 23.690
C -5.175 0.059 26.650
C -5.442 -3.608 22.894
C -10.659 0.533 17.802
C -5.657 -4.061 21.584
C -5.998 -1.814 24.658
C -8.717 -2.535 19.032
C -8.280 3.939 18.471
C -10.288 -0.555 18.606
C -8.339 -3.621 18.000
C -7.627 -3.632 24.130
C -1.606 0.807 21.530
C -11.190 1.164 22.193
C -7.060 -5.450 17.204
C -8.947 -5.543 20.647
C -4.962 2.289 22.030
C -7.502 2.787 18.269
C -3.391 -4.963 22.949
C -8.605 2.259 23.574
C -8.317 1.759 20.375
C -7.172 -4.388 18.104
C -4.245 -4.035 23.522
C -6.559 -2.651 23.558
C -9.171 -4.191 20.905
C -9.955 0.887 16.694
C -8.516 -6.386 21.702
C -8.056 -5.817 16.322
C -4.284 0.121 21.091
C -9.799 -3.124 19.982
C -9.226 -5.082 16.223
C -5.979 -1.027 27.009
H -5.841 1.927 22.642
H -5.042 -5.432 20.086
H -6.406 -1.134 28.033
H -8.424 -3.017 24.581
H -4.231 -1.516 18.841
H -7.884 -6.701 15.683
H -4.854 0.814 27.386
H -7.862 1.835 24.298
H -4.475 3.180 22.447
H -6.808 -2.899 26.345
H -10.248 -3.481 17.126
H -3.163 -6.300 21.281
H -9.115 -5.913 19.631
H -4.250 1.000 25.021
H -9.507 3.220 21.534
H -10.147 1.794 16.182
H -6.330 -4.181 18.788
H -1.186 -0.919 20.359
H -5.024 -0.512 23.240
H -10.060 -2.325 20.663
H -2.498 2.567 22.563
H -9.369 2.882 24.041
H -2.688 -2.248 19.375
H -6.494 -3.709 21.010
H -8.261 0.392 15.474
H -9.328 -1.614 23.095
H -11.776 0.284 21.873
H -8.669 -0.575 24.503
H -4.232 -2.494 20.280
H -7.611 -1.497 16.915
H -9.708 4.889 19.805
H -6.184 -6.096 17.334
H -6.947 2.652 17.312
H -4.064 -3.549 24.459
H -8.067 2.809 22.779
H -5.469 2.615 21.114
H -2.506 -5.241 23.500
H -8.219 4.763 17.719
H -10.696 -3.415 19.340
H -11.699 1.634 23.026
H -11.303 1.873 21.386
H -8.475 -7.425 21.514
H -10.878 -0.767 19.510
H -0.569 1.054 21.674
H -10.359 -0.689 24.252
H -10.034 -5.239 15.490
H -7.098 -4.274 24.896
H -11.467 1.195 18.120
H -7.840 -6.290 23.783
```

Properties
Orbital gap (spin up / spin down) in eV: 7.5 / 7.5
Relative energy (zero: lowest compared OMol25 entry of this formula, charge and spin) in eV: 1.5107
Max |F| in eV/A: 2.96
LUMO level (spin up / spin down) in eV: -0.199 / -0.201
2S+1: 1
Highest occupied orbital energy (spin up / spin down) in eV: -7.736 / -7.736
Total energy in eV: -97495.0141